Entry 1:
16
Properties=species:S:1:pos:R:3:nbo_charge:R:1 method="wB97M-V/def2-TZVPD" total_charge=0 mol_weight_g_mol=107.1 smiles="O=CCNCO.O" spin_multiplicity=1
O 1.72 -2.65 -0.77 -0.52
C 1.76 -1.68 -0.01 0.41
C 1.78 -0.31 -0.60 -0.31
N 1.11 0.79 0.16 -0.70
C -0.12 1.52 0.03 0.13
O -1.04 0.88 -0.96 -0.73
H 2.01 -1.81 1.01 0.13
H 1.54 -0.37 -1.62 0.21
H 2.89 -0.04 -0.63 0.23
H 1.82 1.37 0.71 0.38
H -0.68 1.69 0.95 0.17
H 0.07 2.54 -0.48 0.13
H -0.53 0.28 -1.52 0.47
H -4.64 -1.08 0.75 0.47
H -3.78 -0.05 1.58 0.47
O -3.93 -1.09 1.41 -0.94



Entry 2:
16
Properties=species:S:1:pos:R:3:nbo_charge:R:1 method="wB97M-V/def2-TZVPD" total_charge=0 mol_weight_g_mol=119.2 spin_multiplicity=1
C 0.58 -0.63 1.03 -0.50
C -0.71 -1.39 1.18 -0.47
C -0.63 -0.19 0.40 0.31
C -1.33 1.10 0.63 -0.62
N 1.97 0.77 -2.21 -1.00
O -0.49 -0.36 -1.39 -0.75
S 0.92 -0.69 -2.00 0.71
H 1.06 -0.29 1.93 0.23
H 1.27 -1.10 0.27 0.24
H -0.86 -2.38 0.65 0.23
H -0.91 -1.48 2.27 0.23
H -0.95 1.84 -0.01 0.23
H -1.28 1.34 1.59 0.22
H -2.42 0.82 0.28 0.22
H 1.94 1.48 -1.52 0.37
H 1.84 1.15 -3.11 0.36



Calculated total energy values, unit eV, following the record order: -10887.0568, -18662.9932.